Below is a 2-piece molecular cluster, Br2H2O2Si overall, with properties calculated with the ωB97M-V functional and the def2-TZVPD basis.

Each line ends with the natural charge from an NBO analysis.
Cartesian coordinates (Å):
1 O 1.729 1.427 -0.344  -1.02
2 O -0.664 -0.692 1.245  -1.15
3 Si -0.419 -0.378 -0.302  1.62
4 Br -2.111 0.661 -1.062  -0.21
5 Br 0.402 -2.124 -1.370  -0.24
6 H 1.454 2.407 -0.144  0.44
7 H -0.391 -1.299 1.977  0.56

- Multiplicity: 1
- Highest occupied orbital energy (alpha / beta): -0.33509 / -0.33278 Ha
- Calculated total energy: -152090.5671 eV
- ΔE to the lowest compared entry with this formula, charge and spin: 112.9 kcal per mole